A structure of composition C34H57N3O2SSiZn, computed with ωB97M-V/def2-TZVPD.

Each line ends with the Mulliken charge.
Positions of all 99 atoms, in Å:
O  1.313  2.159  -1.584  0.936
O  3.548  0.267  -2.204  0.248
C  0.816  2.370  -2.994  -0.279
C  -0.129  3.543  -2.931  -1.512
H  0.370  1.420  -3.286  0.308
H  1.707  2.558  -3.605  0.419
H  -0.930  3.362  -2.204  0.273
H  -0.586  3.693  -3.909  0.452
H  0.381  4.477  -2.681  0.366
C  2.412  3.064  -1.077  -0.139
C  3.337  3.495  -2.174  -1.232
H  2.890  2.520  -0.267  0.279
H  1.856  3.902  -0.664  0.499
H  3.921  2.627  -2.496  0.133
H  4.018  4.272  -1.809  0.403
H  2.817  3.937  -3.029  0.456
C  4.367  -0.147  -1.104  0.070
C  3.585  -0.525  -3.393  0.061
C  5.587  0.738  -1.008  -1.339
H  4.640  -1.212  -1.223  0.432
H  3.739  -0.038  -0.202  -0.235
H  6.218  0.623  -1.894  0.296
H  6.163  0.435  -0.134  0.466
H  5.309  1.791  -0.897  0.210
C  4.833  -0.239  -4.201  -1.540
H  2.672  -0.249  -3.944  0.137
H  3.519  -1.594  -3.119  0.133
H  4.963  0.837  -4.370  0.273
H  4.737  -0.737  -5.167  0.448
H  5.720  -0.635  -3.696  0.333
H  1.199  1.214  -1.238  0.053
N  -2.799  -0.023  0.720  0.289
C  -3.461  -1.047  1.257  0.987
C  -2.860  -2.139  1.908  -1.494
C  -1.560  -2.243  2.400  0.520
C  -4.963  -1.131  1.141  -1.716
H  -5.274  -1.186  0.088  0.266
H  -5.458  -0.280  1.630  0.213
H  -5.285  -2.050  1.642  0.514
C  -1.209  -3.514  3.138  -1.773
H  -1.190  -3.375  4.230  0.290
H  -0.228  -3.902  2.834  0.217
H  -1.964  -4.275  2.911  0.531
N  -0.676  -1.248  2.348  0.945
C  -3.473  1.086  0.127  -1.109
C  -3.524  1.231  -1.286  1.773
C  -2.960  0.206  -2.213  -0.989
C  -4.124  2.355  -1.853  -0.344
H  -4.139  2.462  -2.935  0.467
C  -4.707  3.333  -1.055  -0.927
H  -5.177  4.213  -1.502  0.382
C  -4.690  3.188  0.329  -0.702
H  -5.161  3.931  0.978  0.455
C  -4.088  2.081  0.929  1.383
C  -4.152  2.014  2.428  -1.653
C  0.244  -1.047  3.390  -0.820
C  1.616  -1.290  3.155  0.890
C  2.058  -1.789  1.814  -0.095
C  2.525  -1.052  4.178  -0.984
H  3.588  -1.155  3.960  0.419
C  2.081  -0.684  5.447  -0.920
H  2.805  -0.530  6.242  0.390
C  0.721  -0.521  5.701  -1.040
H  0.363  -0.273  6.705  0.411
C  -0.212  -0.681  4.684  1.529
C  -1.670  -0.550  5.011  -0.680
Zn  -0.653  0.038  0.661  1.694
H  -2.129  0.635  -2.790  0.125
H  -3.710  -0.129  -2.945  0.461
H  -2.593  -0.678  -1.692  -0.727
H  -3.811  1.053  2.818  -0.064
H  -5.190  2.190  2.763  0.470
H  -3.526  2.796  2.891  0.274
H  3.124  -1.585  1.646  0.412
H  1.507  -1.263  1.017  -0.629
H  1.879  -2.866  1.646  0.232
H  -2.232  -0.014  4.235  -0.278
H  -1.811  0.017  5.944  0.467
H  -2.108  -1.547  5.172  0.236
H  -3.523  -2.959  2.157  0.202
C  0.337  -0.579  -1.010  -0.187
Si  0.020  -2.305  -1.697  0.235
H  0.003  0.119  -1.789  -0.780
H  1.421  -0.540  -0.829  -0.295
C  -0.096  -2.243  -3.569  -1.125
C  -1.522  -3.217  -1.164  -1.109
C  1.401  -3.485  -1.258  -1.117
H  2.399  -3.029  -1.285  0.153
H  1.359  -4.280  -2.014  0.385
H  1.231  -3.936  -0.271  0.350
H  -0.844  -1.517  -3.913  0.266
H  -0.413  -3.244  -3.890  0.412
H  0.873  -2.009  -4.030  0.252
H  -2.447  -2.631  -1.193  0.246
H  -1.405  -3.651  -0.161  0.211
H  -1.616  -4.045  -1.885  0.509
S  -1.030  3.048  3.999  -0.483
C  -0.597  2.210  2.719  0.585
N  -0.286  1.602  1.741  -0.418

Output
**HOMO level**: -6.7728 eV
**Total energy**: -111878.943 eV
**Spin multiplicity**: 1
**Orbital gap**: 6.771 eV
**Strongest force on any atom**: 2.7 eV Å⁻¹
**Net charge**: 0